No. 1
A molecular structure, C15H38Li2N2O3 at a distorted geometry. Source: OMol25; level of theory: ωB97M-V with the def2-TZVPD basis set.

The geometry in XYZ format:
```
60
C15H38Li2N2O3 | OMol25 | ωB97M-V with the def2-TZVPD basis set
Li -7.01781 18.76058 -20.64446
Li -5.41616 17.82505 -21.42446
O -5.73502 18.46474 -20.16729
H -5.03562 19.03500 -19.79294
O -6.73878 18.18489 -21.84348
H -7.08296 18.24036 -22.75616
C -7.37499 21.99570 -18.76148
C -7.14169 20.55547 -19.18863
N -7.45645 20.07647 -20.53580
C -6.80341 20.90912 -21.53829
C -5.19187 20.87895 -21.48829
C -8.88037 20.16334 -20.69972
C -9.40502 19.20194 -21.79610
H -8.43012 22.24368 -18.87686
H -6.82619 22.75146 -19.32339
H -7.14854 22.04051 -17.69621
H -6.13749 20.24369 -18.90143
H -7.74693 19.99370 -18.47717
H -7.02546 20.57076 -22.55036
H -7.18041 21.92605 -21.42949
H -4.75194 21.43392 -22.31688
H -4.83695 21.28716 -20.54197
H -4.82357 19.85622 -21.56873
H -9.19704 21.19734 -20.83640
H -9.31638 19.86857 -19.74519
H -9.17505 19.40129 -22.84275
H -10.49447 19.19429 -21.76208
H -9.08790 18.18281 -21.57498
C -3.66654 16.51929 -19.79825
C -3.26556 17.45659 -20.87387
N -4.15907 17.40981 -22.09425
C -4.15230 16.07529 -22.74808
C -5.35818 15.87752 -23.66800
C -3.63273 18.31340 -23.14064
C -4.12861 19.73653 -22.89400
H -4.74880 16.51230 -19.66871
H -3.18332 16.81594 -18.86733
H -3.26815 15.53014 -20.02405
H -3.43291 18.46499 -20.49542
H -2.20137 17.60498 -21.05714
H -3.25478 15.79579 -23.29982
H -4.16830 15.31725 -21.96499
H -6.38344 16.09439 -23.36819
H -5.17370 16.40961 -24.60125
H -5.39149 14.81097 -23.89036
H -4.06862 18.17510 -24.13007
H -2.54377 18.34363 -23.17757
H -3.69477 20.06097 -21.94815
H -5.21457 19.82388 -22.86029
H -3.79917 20.39719 -23.69593
C -6.97197 15.27238 -21.36338
C -7.58751 15.41933 -22.76131
O -7.23196 14.66069 -23.66665
C -8.53543 16.55668 -23.09989
H -7.85506 14.98997 -20.79023
H -6.64619 16.25259 -21.01528
H -6.15689 14.55610 -21.26004
H -8.58996 16.78602 -24.16409
H -8.27112 17.40415 -22.46740
H -9.59742 16.38750 -22.92192
```

Results
* relative energy (zero: lowest compared OMol25 entry of this formula, charge and spin): 447.8 kcal/mol
* HOMO level: -8.102 eV
* LUMO level: 0.40 eV

Here are the Mulliken charges for atoms 1 to 2, given in e: 0.53 -0.47

---

No. 2
4 unconnected molecules or ions with the total composition C15H39BNO12PS4. Source: OMol25; level of theory: ωB97M-V with the def2-TZVPD basis set.

The geometry in XYZ format:
```
73
C15H39BNO12PS4 | OMol25 | ωB97M-V with the def2-TZVPD basis set
H -0.85404 2.41603 -1.35514
N -0.93056 2.59285 -0.35288
C -0.06566 1.94287 0.31549
C -0.02145 2.08235 1.80882
C 0.97016 1.03622 -0.33357
B 0.37943 -0.06027 -1.30023
C 0.95196 -0.20171 -2.74595
C 2.34747 -0.87420 -2.65323
C 2.40649 -2.41894 -2.66573
S 0.88759 -3.36314 -2.99333
P -0.91043 -1.32118 -0.59469
O -0.22794 -2.54438 -0.10713
O -1.87187 -0.66120 0.51511
O -1.97092 -1.50017 -1.78876
H -0.42003 1.18540 2.29727
H 1.01328 2.18994 2.14939
H -0.60946 2.93927 2.14150
H 1.68851 1.67053 -0.86976
H 1.55135 0.51211 0.44296
H 0.30805 -0.71302 -3.46392
H 1.11167 0.82666 -3.10225
H 2.99707 -0.49877 -3.44885
H 2.80290 -0.53947 -1.71196
H 3.12640 -2.75013 -3.41548
H 2.78091 -2.77914 -1.70588
H 0.97946 -3.27465 -4.32807
H -1.47769 -0.62726 1.40598
H -2.47699 -2.31778 -1.70981
C -4.63408 5.34217 -5.39809
C -4.12772 6.25567 -4.30505
O -4.28711 5.68166 -2.98111
S -3.22582 4.58269 -2.54082
C -3.54805 4.58500 -0.81935
O -1.91051 5.09086 -2.80569
O -3.58518 3.31323 -3.09885
H -4.01725 4.45044 -5.49094
H -4.61631 5.88185 -6.34604
H -5.65796 5.03083 -5.19195
H -3.07743 6.51472 -4.44017
H -4.70473 7.17657 -4.25205
H -3.29728 5.56464 -0.42210
H -2.89374 3.81795 -0.40053
H -4.59658 4.34449 -0.66428
C 4.62586 -3.97969 2.32251
C 5.14493 -2.77951 3.07865
O 6.05000 -1.96143 2.27706
S 5.39013 -1.00966 1.20133
C 6.78271 0.02040 0.90511
O 4.33737 -0.25796 1.81972
O 5.09078 -1.75328 0.01469
H 3.95839 -3.68751 1.51405
H 4.07263 -4.61659 3.01355
H 5.45076 -4.55340 1.90050
H 4.33890 -2.13933 3.43679
H 5.75973 -3.06838 3.92792
H 7.01958 0.56115 1.81691
H 6.49151 0.70574 0.11204
H 7.61223 -0.60402 0.58488
C -3.06664 -4.02657 1.61787
C -3.70297 -2.91012 2.41003
O -3.17347 -2.81550 3.77142
S -1.73643 -2.21168 4.00884
C -1.91100 -1.91599 5.73108
O -1.59535 -0.94393 3.33447
O -0.72647 -3.19949 3.80244
H -2.02521 -3.81388 1.38133
H -3.60941 -4.13631 0.67721
H -3.12454 -4.96852 2.16420
H -3.58280 -1.94713 1.92467
H -4.76415 -3.07929 2.58068
H -2.68958 -1.17435 5.88522
H -0.94788 -1.54728 6.07740
H -2.15582 -2.85799 6.21370
```

Results
* HOMO level: -8.517 eV
* SMILES: [H]/N=C(/C)CB(CCCS)P(=O)(O)O.CCOS(C)(=O)=O.CCOS(C)(=O)=O.CCOS(C)(=O)=O
* LUMO level: 0.42 eV

Here are the Mulliken charges for atoms 1 to 2, given in e: 0.17 -0.51

---

No. 3
A molecular structure, C15H39Br9N6O2P2 at a distorted geometry. Source: OMol25; level of theory: ωB97M-V with the def2-TZVPD basis set.

The geometry in XYZ format:
```
73
C15H39Br9N6O2P2 | OMol25 | ωB97M-V with the def2-TZVPD basis set
C 3.13953 -0.00046 -3.14093
Br 1.90360 -0.96645 -4.41295
Br 3.47979 1.87701 -3.59333
Br 4.72000 -1.14279 -2.98940
H 2.64406 -0.06701 -2.17234
C -1.90775 0.14616 -0.81453
Br -0.17501 0.70455 -1.79371
Br -3.12599 1.77012 -0.90753
Br -1.61379 -0.65297 1.02752
H -2.36982 -0.60931 -1.45002
C 2.06698 -0.94838 1.86773
Br 2.98744 -2.27703 0.82251
Br 2.34237 0.79625 0.96904
Br 2.94530 -0.93584 3.66070
H 0.98699 -1.09541 1.85714
O -1.68648 6.57138 2.20579
P -0.65949 5.71798 1.50903
N -0.54110 4.07541 2.13358
C -0.81988 2.82842 1.30327
C -0.53429 3.85289 3.56485
N 0.99958 6.11957 1.78694
C 2.08334 5.40055 1.07644
C 1.39310 7.37272 2.44862
N -0.67729 5.69118 -0.17783
C -0.35042 6.96719 -0.90421
C -1.83950 5.00921 -0.74471
H -1.90217 2.70298 1.27156
H -0.39852 1.98430 1.84917
H -0.36908 2.86981 0.31172
H -0.16581 2.86564 3.84350
H -1.52169 4.05153 3.98162
H 0.22519 4.46727 4.04842
H 3.10667 5.68873 1.31695
H 2.06802 4.31638 1.18806
H 1.95634 5.41623 -0.00602
H 1.24812 8.18856 1.74047
H 0.94382 7.48764 3.43505
H 2.44932 7.43373 2.71091
H 0.58537 6.83606 -1.44754
H -1.09151 7.13877 -1.68488
H -0.26990 7.77075 -0.17215
H -2.70174 5.67561 -0.72105
H -2.16108 4.17612 -0.11967
H -1.62470 4.74290 -1.77961
O -0.16615 -3.27671 0.34848
P -0.41954 -4.53525 -0.37525
N 0.59422 -5.75150 0.26504
C 1.85369 -6.16930 -0.35944
C 0.68230 -5.93853 1.71970
N -0.32683 -4.48501 -2.14589
C 0.16052 -3.23369 -2.74898
C -0.65749 -5.70233 -2.97508
N -1.94813 -5.12469 -0.11728
C -3.08456 -4.12436 -0.15652
C -2.38808 -6.45547 -0.54507
H 1.86138 -6.11134 -1.44787
H 2.08617 -7.20715 -0.12086
H 2.58391 -5.51425 0.11573
H 0.99186 -5.16906 2.42694
H 1.52263 -6.50972 2.11427
H -0.30217 -6.15956 2.13210
H -0.64798 -2.58254 -3.08133
H 0.91756 -2.78163 -2.10817
H 0.63519 -3.51466 -3.68910
H -1.74449 -5.78297 -2.97996
H -0.31008 -5.54704 -3.99649
H -0.15515 -6.64439 -2.75531
H -3.29266 -3.77485 -1.16778
H -3.96882 -4.39766 0.41923
H -2.88861 -3.17628 0.34432
H -1.47417 -6.92778 -0.90534
H -3.07807 -6.38313 -1.38577
H -2.80434 -7.03704 0.27750
```

Results
* relative energy (zero: lowest compared OMol25 entry of this formula, charge and spin): 88.9 kcal/mol
* HOMO level: -8.004 eV
* LUMO level: -0.98 eV

Here are the Mulliken charges for atoms 1 to 2, given in e: 0.27 -0.03